Formula: C4H13NOS
Source: OMol25
Level of theory: wB97M-V/def2-TZVPD

Properties
F_max = 1.638 eV Å⁻¹
HOMO level = -0.333 Ha
Electronic energy = -18731.2386 eV
Net charge = 0
SMILES string = NCCCCS.O
Gap between HOMO and LUMO = 0.360 Ha

CARTESIAN COORDINATES (ANGSTROEM)
1 N 0.617 2.506 -1.308
2 C 1.147 1.183 -1.724
3 C 0.254 0.031 -1.290
4 C -0.466 0.237 0.050
5 C 0.461 0.354 1.251
6 S 1.668 -1.033 1.430
7 H 1.026 2.825 -0.429
8 H 0.903 3.234 -1.933
9 H 2.119 1.058 -1.227
10 H 1.327 1.252 -2.792
11 H 0.850 -0.881 -1.283
12 H -0.536 -0.150 -2.029
13 H -1.094 1.122 -0.046
14 H -1.185 -0.580 0.164
15 H 0.942 1.330 1.247
16 H -0.177 0.423 2.140
17 H 2.522 -0.200 2.052
18 O -4.686 -2.079 -0.046
19 H -4.066 -2.192 0.662
20 H -5.451 -1.735 0.385